1.
{"formula": "C35H35Cl3N4O3RhSi", "method": "the ωB97M-V functional and the def2-TZVPD basis", "species": ["Rh", "O", "C", "O", "C", "C", "C", "C", "C", "C", "C", "C", "C", "N", "H", "H", "H", "H", "H", "H", "C", "C", "C", "C", "C", "C", "C", "N", "C", "N", "C", "C", "C", "C", "C", "C", "C", "N", "C", "C", "C", "C", "C", "C", "C", "H", "H", "H", "H", "H", "H", "H", "H", "H", "H", "H", "H", "H", "H", "H", "H", "H", "H", "H", "H", "H", "H", "Cl", "Si", "Cl", "Cl", "C", "C", "C", "O", "H", "H", "H", "H", "H", "H", "H"], "coordinates": [[-0.467, 1.855, -0.309], [-2.051, 2.364, 3.421], [-1.723, 2.020, 2.287], [-0.803, 2.587, 1.600], [-2.446, 0.881, 1.629], [-3.548, 0.336, 2.283], [-4.243, -0.700, 1.715], [-3.831, -1.193, 0.454], [-4.498, -2.238, -0.196], [-4.078, -2.708, -1.426], [-2.979, -2.119, -2.038], [-2.309, -1.077, -1.426], [-2.697, -0.588, -0.171], [-2.024, 0.430, 0.428], [-3.816, 0.759, 3.240], [-5.098, -1.143, 2.210], [-5.363, -2.677, 0.286], [-4.607, -3.517, -1.911], [-2.638, -2.465, -3.004], [-1.476, -0.615, -1.927], [4.554, -0.346, -0.497], [4.524, -1.803, -0.160], [5.559, -2.638, -0.562], [5.603, -3.975, -0.201], [4.600, -4.497, 0.599], [3.553, -3.691, 1.001], [3.492, -2.350, 0.618], [2.433, -1.555, 1.087], [1.615, -0.708, 0.355], [1.560, -0.995, -0.967], [0.934, -0.349, -2.043], [0.239, 0.861, -1.933], [-0.247, 1.440, -3.110], [-0.129, 0.811, -4.338], [0.487, -0.427, -4.412], [1.023, -1.019, -3.280], [1.642, -2.390, -3.383], [0.934, 0.215, 0.927], [1.114, 0.512, 2.289], [1.987, 1.541, 2.640], [2.092, 1.961, 3.949], [1.341, 1.341, 4.936], [0.524, 0.278, 4.601], [0.395, -0.156, 3.287], [-0.480, -1.337, 2.968], [5.580, -0.013, -0.636], [4.105, 0.245, 0.298], [4.007, -0.120, -1.412], [6.365, -2.213, -1.146], [6.428, -4.597, -0.519], [4.637, -5.532, 0.912], [2.769, -4.092, 1.630], [2.182, -1.638, 2.060], [2.097, -1.809, -1.224], [-0.761, 2.392, -3.061], [-0.536, 1.270, -5.228], [0.539, -0.949, -5.358], [1.495, -2.781, -4.387], [1.171, -3.087, -2.687], [2.717, -2.373, -3.187], [2.561, 2.019, 1.860], [2.744, 2.787, 4.193], [1.390, 1.686, 5.960], [-0.043, -0.235, 5.368], [-1.428, -1.254, 3.497], [0.001, -2.264, 3.289], [-0.681, -1.396, 1.901], [0.888, 4.823, -2.099], [1.276, 3.394, -0.600], [1.975, 4.602, 0.942], [3.128, 2.653, -1.354], [-4.401, 2.683, -1.913], [-3.508, 3.040, -0.709], [-3.841, 4.445, -0.174], [-2.198, 2.943, -1.079], [-5.452, 2.622, -1.627], [-4.084, 1.718, -2.305], [-4.284, 3.434, -2.694], [-3.749, 2.327, 0.107], [-3.686, 5.185, -0.959], [-3.184, 4.680, 0.661], [-4.876, 4.488, 0.166]], "total_charge": -1, "gap_ev": [6.8, 6.8], "energy_ev": -97427.7625, "relative_energy_kcal_mol": 0.00}


2.
{"formula": "C35H35F3N2O6PtSTe", "method": "the ωB97M-V functional and the def2-TZVPD basis", "species": ["Pt", "O", "C", "O", "C", "O", "C", "C", "O", "O", "H", "H", "H", "H", "H", "F", "C", "F", "F", "C", "C", "C", "C", "N", "C", "S", "H", "H", "H", "C", "C", "C", "C", "C", "C", "Te", "N", "C", "O", "C", "C", "C", "C", "C", "C", "C", "C", "C", "C", "C", "C", "C", "C", "C", "C", "C", "C", "H", "H", "H", "H", "H", "H", "H", "H", "H", "H", "H", "H", "H", "H", "H", "H", "H", "H", "H", "H", "H", "H", "H", "H", "H", "H", "H"], "coordinates": [[1.617, 1.773, -1.011], [3.228, 5.916, -0.491], [3.007, 4.619, -0.531], [1.894, 4.134, -0.566], [4.293, 3.825, -0.560], [4.058, 2.444, -0.579], [4.376, 1.747, 0.618], [3.200, 1.592, 1.610], [3.451, 1.528, 2.790], [2.011, 1.464, 1.093], [2.398, 6.417, -0.494], [4.827, 4.090, -1.477], [4.910, 4.133, 0.289], [4.663, 0.737, 0.316], [5.209, 2.213, 1.144], [-2.802, 3.031, -3.688], [-2.235, 2.115, -4.487], [-2.657, 2.351, -5.735], [-2.734, 0.917, -4.121], [-0.734, 2.132, -4.399], [0.045, 2.060, -5.539], [1.433, 2.052, -5.429], [1.996, 2.156, -4.177], [1.242, 2.229, -3.082], [-0.096, 2.176, -3.153], [-0.811, 2.118, -1.596], [-0.426, 2.004, -6.510], [2.059, 1.983, -6.305], [3.067, 2.170, -4.022], [-2.797, -1.854, 6.955], [-2.129, -1.572, 5.638], [-2.313, -2.412, 4.546], [-1.665, -2.189, 3.334], [-1.858, -3.155, 2.198], [-0.859, -1.057, 3.234], [0.160, -0.685, 1.237], [1.114, -0.421, -0.741], [2.205, -0.825, -1.365], [2.849, 0.049, -2.020], [2.603, -2.252, -1.449], [3.160, -2.694, -2.647], [3.511, -4.024, -2.795], [3.322, -4.911, -1.745], [2.801, -4.466, -0.538], [2.433, -3.139, -0.390], [-1.683, -0.490, 0.243], [-2.552, 0.534, 0.646], [-2.210, 1.499, 1.752], [-3.752, 0.699, -0.032], [-4.092, -0.099, -1.114], [-5.380, 0.093, -1.855], [-3.202, -1.095, -1.507], [-2.002, -1.314, -0.850], [-1.114, -2.426, -1.335], [-0.608, -0.214, 4.311], [0.322, 0.964, 4.257], [-1.283, -0.482, 5.502], [-3.393, -2.763, 6.910], [-3.447, -1.025, 7.237], [-2.050, -1.966, 7.741], [-2.959, -3.277, 4.634], [-2.310, -4.080, 2.550], [-0.897, -3.395, 1.735], [-2.509, -2.727, 1.434], [3.296, -1.981, -3.449], [3.934, -4.366, -3.729], [3.590, -5.952, -1.863], [2.686, -5.153, 0.288], [2.041, -2.782, 0.555], [-1.129, 1.565, 1.892], [-2.667, 1.191, 2.694], [-2.579, 2.494, 1.506], [-4.421, 1.492, 0.279], [-5.863, 1.028, -1.578], [-6.065, -0.727, -1.631], [-5.203, 0.089, -2.930], [-3.454, -1.716, -2.359], [-1.707, -3.218, -1.788], [-0.524, -2.849, -0.522], [-0.423, -2.055, -2.092], [0.771, 1.085, 3.275], [1.134, 0.837, 4.973], [-0.207, 1.882, 4.518], [-1.116, 0.182, 6.343]], "total_charge": 1, "gap_ev": [5.7, 5.4], "energy_ev": -81646.9817, "relative_energy_kcal_mol": 76.93, "multiplicity": 2}


3.
{"formula": "C35H36BiN2O5SSi", "method": "the ωB97M-V functional and the def2-TZVPD basis", "species": ["Bi", "O", "C", "C", "N", "C", "C", "O", "O", "C", "C", "O", "O", "H", "H", "H", "H", "H", "H", "H", "H", "H", "C", "C", "C", "C", "C", "C", "C", "C", "S", "C", "N", "C", "C", "C", "C", "C", "C", "C", "C", "H", "H", "H", "H", "H", "H", "H", "H", "H", "H", "H", "H", "H", "H", "H", "H", "C", "C", "C", "C", "C", "C", "Si", "C", "C", "C", "C", "C", "C", "H", "H", "H", "H", "H", "H", "H", "H", "H", "H", "H"], "coordinates": [[0.882, 0.284, 0.386], [1.946, 3.471, 1.789], [0.585, 3.863, 1.758], [-0.233, 3.177, 2.843], [-0.693, 1.857, 2.414], [-2.046, 1.888, 1.891], [-2.496, 0.703, 1.010], [-3.664, 0.765, 0.619], [-1.648, -0.199, 0.745], [-0.456, 0.829, 3.406], [1.040, 0.560, 3.582], [1.497, 0.346, 4.691], [1.763, 0.544, 2.498], [1.989, 2.523, 2.000], [0.142, 3.632, 0.779], [0.573, 4.948, 1.883], [-1.078, 3.806, 3.160], [0.416, 3.064, 3.717], [-2.142, 2.775, 1.257], [-2.795, 2.003, 2.691], [-0.922, -0.094, 3.050], [-0.872, 1.061, 4.398], [-4.658, 0.875, -4.473], [-3.851, 1.931, -3.706], [-4.217, 3.325, -4.231], [-4.229, 1.865, -2.228], [-2.362, 1.661, -3.925], [-1.795, 1.917, -5.190], [-0.463, 1.697, -5.466], [0.342, 1.200, -4.446], [2.039, 0.850, -4.441], [1.904, 0.326, -2.779], [0.709, 0.402, -2.284], [-0.202, 0.914, -3.196], [-1.554, 1.142, -2.929], [3.086, -0.072, -1.989], [4.304, -0.294, -2.633], [5.428, -0.610, -1.893], [5.334, -0.686, -0.508], [4.118, -0.469, 0.124], [2.961, -0.173, -0.596], [-5.727, 1.050, -4.338], [-4.428, -0.125, -4.105], [-4.439, 0.904, -5.542], [-5.267, 3.530, -4.016], [-4.078, 3.419, -5.309], [-3.615, 4.093, -3.743], [-5.287, 2.112, -2.114], [-3.658, 2.581, -1.635], [-4.078, 0.886, -1.777], [-2.424, 2.299, -5.983], [-0.060, 1.909, -6.447], [-1.939, 0.897, -1.948], [4.376, -0.226, -3.713], [6.373, -0.787, -2.390], [6.211, -0.924, 0.083], [4.073, -0.528, 1.204], [4.997, -3.845, 2.248], [4.309, -2.967, 3.076], [3.047, -2.515, 2.722], [2.440, -2.938, 1.533], [3.149, -3.818, 0.715], [4.415, -4.269, 1.064], [0.758, -2.323, 0.970], [-0.561, -2.793, 2.213], [-1.771, -3.319, 1.756], [-2.778, -3.674, 2.641], [-2.595, -3.506, 4.006], [-1.400, -2.985, 4.480], [-0.394, -2.633, 3.590], [5.986, -4.191, 2.524], [4.762, -2.618, 3.996], [2.564, -1.788, 3.362], [2.712, -4.150, -0.219], [4.948, -4.946, 0.408], [0.456, -3.083, -0.276], [-1.939, -3.431, 0.693], [-3.714, -4.066, 2.263], [-3.384, -3.773, 4.697], [-1.249, -2.843, 5.542], [0.524, -2.222, 3.991]], "total_charge": -1, "gap_ev": 7.3, "energy_ev": -74653.9717, "relative_energy_kcal_mol": 9.33}